Below is 40 unconnected molecules or ions with the total composition H80O40 at a distorted geometry, with properties calculated with the ωB97M-V functional and the def2-TZVPD basis.

```
120
Properties=species:S:1:pos:R:3
H 1.523 2.104 -1.288
H 1.749 3.541 -0.579
O 1.684 2.585 -0.491
H 1.338 -3.925 -0.445
H 1.930 -3.328 -1.611
O 1.009 -3.437 -1.193
H -3.908 2.867 2.686
H -4.671 1.789 2.173
O -4.550 2.724 1.981
H 5.747 -1.372 -0.733
H 6.449 -0.305 0.218
O 5.697 -0.842 0.055
H -0.297 -4.765 -0.462
H -1.632 -4.470 0.245
O -0.901 -5.067 0.280
H -0.192 0.333 -2.448
O 0.268 1.061 -2.843
H -3.843 -4.210 1.201
O -3.839 -3.816 0.324
H -1.671 4.863 -3.934
H -1.215 3.437 -3.668
O -1.965 4.032 -3.414
H 1.119 -1.083 -5.388
H -0.463 -1.046 -5.115
O 0.467 -0.724 -4.768
H -2.942 2.670 -0.721
H -1.711 3.468 -1.113
O -1.977 2.642 -0.636
H 1.127 5.276 1.019
H 2.141 5.800 0.066
O 1.812 4.961 0.424
H 2.250 1.961 1.188
O 2.011 2.128 2.085
H -2.001 0.586 0.594
H -3.127 0.174 1.370
O -2.732 -0.040 0.511
H 0.124 4.725 -0.386
H -0.717 4.943 0.848
O -0.817 4.780 -0.107
H -5.347 -1.208 1.035
H -4.797 -2.448 0.657
O -5.577 -2.145 1.152
H 4.331 3.658 -2.678
H 3.342 2.584 -2.674
O 4.353 2.701 -2.621
H -3.693 3.592 -3.813
H -3.050 2.438 -3.047
O -3.686 2.653 -3.770
H 3.380 -1.671 2.197
H 2.400 -2.092 1.128
O 2.455 -1.736 2.063
H 2.167 3.799 -3.669
O 1.911 4.198 -2.753
H 1.782 1.025 3.607
H 0.452 0.589 3.418
O 0.999 1.117 4.155
H 4.805 -0.955 3.056
O 5.238 -0.263 2.551
H -3.347 0.897 -4.371
H -2.767 -0.357 -3.476
O -3.121 -0.022 -4.367
H 1.885 -5.572 -2.283
H 1.702 -4.886 -3.606
O 2.471 -5.079 -2.986
H -3.366 -1.762 -0.694
H -4.324 -2.508 -1.595
O -3.672 -1.826 -1.618
H 1.820 -6.776 0.561
H 2.486 -5.350 0.599
O 2.125 -6.050 0.023
H -3.362 -2.784 4.303
H -3.835 -2.468 2.856
O -3.408 -2.068 3.647
H 3.991 -2.221 -3.994
H 2.537 -2.322 -3.797
O 3.193 -1.975 -4.495
H 1.955 -1.073 -1.618
H 2.854 -0.721 -0.529
O 2.659 -1.488 -1.125
H -2.141 0.213 6.382
H -2.749 -0.604 5.037
O -2.877 -0.193 5.889
H 0.445 -0.561 1.716
H 0.052 0.749 0.903
O -0.166 0.149 1.623
H 2.121 -0.570 5.953
H 1.757 -2.044 6.084
O 2.508 -1.448 6.161
H -5.165 0.478 -2.791
O -5.226 0.210 -1.858
H -2.385 -1.890 -4.748
H -2.434 -0.867 -5.855
O -1.853 -1.627 -5.554
H 1.261 4.794 -3.157
H 0.433 0.700 -3.796
H 4.942 -0.173 1.633
H -4.468 -4.146 -0.301
H 2.490 2.931 2.332
H -4.386 -0.152 -1.711
O -2.057 3.146 4.347
H -1.221 2.736 4.679
H -1.815 3.679 3.586
O -0.055 -3.416 -3.357
H -0.486 -3.117 -4.183
H -0.801 -3.860 -2.953
O 3.895 4.255 3.473
H 3.965 3.796 4.309
H 3.252 4.910 3.272
O -0.161 3.298 2.473
H 0.008 2.509 1.967
H 0.095 2.854 3.356
O -0.952 -1.395 -2.290
H -1.292 -1.794 -1.507
H -0.091 -1.793 -2.704
O 0.115 -3.418 3.852
H -0.858 -3.423 4.046
H 0.424 -3.761 4.705
O 4.044 1.392 4.221
H 4.124 2.221 3.773
H 4.491 0.790 3.638
```

The lowest unoccupied orbital energy comes out at -0.0212 Eh. The largest force on an atom comes out at 5.40 eV/A. The value obtained for the total energy is -3057.36515 Ha. Its total charge is 0. For the energy above the lowest of the compared OMol25 structures with the same formula, charge and spin, the calculation gives 246.11 kcal per mole. As for the frontier orbital gap: 9.51 eV.